# 1
C2H6F2InO2 as an isolated structure in a non-equilibrium geometry. Source: the OMol25 dataset; level of theory: ωB97M-V/def2-TZVPD.

Each line ends with the natural charge from an NBO analysis.
Atoms and positions in Å:
In: -15.258 -9.967 2.715  0.999
F: -18.236 -9.662 -1.210  -0.175
F: -15.793 -14.772 2.395  -0.186
C: -8.055 -11.622 1.784  -0.087
C: -9.023 -12.385 2.681  -0.090
O: -9.982 -11.490 3.131  -0.654
O: -8.670 -11.284 0.565  -0.592
H: -7.217 -12.290 1.587  0.220
H: -7.791 -10.656 2.215  0.190
H: -8.619 -12.785 3.611  0.205
H: -9.501 -13.169 2.095  0.216
H: -9.633 -11.017 3.889  0.481
H: -9.313 -10.605 0.780  0.475

HOMO-LUMO gap	1.6	eV
strongest force on any atom	1.7	eV/A
LUMO level	-11.6	eV
charge	+1
highest occupied orbital energy	-13.27	eV
energy above the lowest of the compared OMol25 structures with the same formula, charge and spin	967.43	kJ/mol
E	-619.4073	hartree

---

# 2
FFeNO3Pt as an isolated structure in a non-equilibrium geometry. Source: the OMol25 dataset; level of theory: ωB97M-V/def2-TZVPD.

Each line ends with the natural charge from an NBO analysis.
Atoms and positions in Å:
Fe: 0.421 -2.879 1.287  1.821
Pt: 0.239 2.204 -1.141  1.355
N: -0.224 0.132 0.483  0.745
O: 0.961 0.402 0.399  -0.365
O: -0.591 -0.981 0.987  -0.623
O: -1.054 1.002 0.188  -0.369
F: 0.247 0.120 -2.203  -0.563

HOMO-LUMO gap (spin up / spin down)	6.5 / 5.6	eV
strongest force on any atom	2.9	eV/A
LUMO level (spin up / spin down)	-12.7 / -13.5	eV
charge	+2
2S+1	7
highest occupied orbital energy (spin up / spin down)	-19.24 / -19.01	eV
E	-1762.2418	hartree

---

# 3
C19H36N2RhS as an isolated structure in a non-equilibrium geometry. Source: the OMol25 dataset; level of theory: ωB97M-V/def2-TZVPD.

Each line ends with the natural charge from an NBO analysis.
Atoms and positions in Å:
Rh: -1.054 -0.809 -0.668  0.453
C: -0.272 0.142 1.474  -0.143
C: 0.930 -0.353 0.929  -0.154
C: 1.442 0.672 0.072  0.187
C: 0.563 1.766 0.181  -0.259
C: -0.486 1.454 1.045  -0.023
C: -1.528 2.422 1.594  -0.092
C: -1.704 3.629 0.655  -0.600
C: -2.882 1.708 1.737  -0.603
C: -1.064 2.922 2.975  -0.595
C: 2.646 0.730 -0.889  -0.126
C: 2.484 -0.297 -2.025  -0.601
C: 3.970 0.518 -0.138  -0.601
C: 2.731 2.123 -1.559  -0.603
C: 1.567 -1.623 1.525  -0.081
C: 2.585 -1.199 2.599  -0.603
C: 0.483 -2.484 2.214  -0.606
C: 2.232 -2.519 0.466  -0.602
H: -0.947 -0.406 2.111  0.248
H: 0.694 2.727 -0.285  0.243
H: -1.986 3.306 -0.346  0.205
H: -0.784 4.209 0.580  0.210
H: -2.484 4.295 1.025  0.225
H: -3.250 1.378 0.765  0.213
H: -3.627 2.375 2.171  0.225
H: -2.801 0.835 2.383  0.204
H: -0.092 3.414 2.905  0.214
H: -0.969 2.096 3.680  0.211
H: -1.775 3.639 3.388  0.224
H: 2.369 -1.306 -1.652  0.221
H: 3.350 -0.287 -2.687  0.225
H: 1.604 -0.071 -2.625  0.201
H: 4.078 -0.489 0.245  0.210
H: 4.051 1.205 0.705  0.216
H: 4.821 0.697 -0.796  0.225
H: 1.819 2.354 -2.111  0.205
H: 3.555 2.166 -2.271  0.228
H: 2.891 2.907 -0.819  0.213
H: 2.093 -0.625 3.385  0.211
H: 3.369 -0.566 2.188  0.214
H: 3.059 -2.064 3.062  0.224
H: 0.042 -1.962 3.063  0.205
H: 0.904 -3.415 2.594  0.227
H: -0.314 -2.739 1.515  0.215
H: 3.124 -2.067 0.045  0.207
H: 1.534 -2.742 -0.339  0.209
H: 2.544 -3.468 0.904  0.223
C: -3.535 -3.199 -3.888  -0.435
N: -3.487 -2.615 -2.569  -0.545
C: -3.461 -1.303 -2.250  0.301
N: -3.481 -0.408 -3.254  -0.764
S: -3.404 -0.809 -0.668  -0.109
H: -3.543 -4.287 -3.789  0.247
H: -2.655 -2.883 -4.456  0.210
H: -4.441 -2.864 -4.399  0.214
H: -3.469 -3.243 -1.773  0.432
H: -3.522 -0.670 -4.226  0.414
H: -3.464 0.578 -3.027  0.433
H: -1.054 -2.494 -0.668  -0.047

HOMO-LUMO gap (spin up / spin down)	6.0 / 5.8	eV
strongest force on any atom	3.4	eV/A
LUMO level (spin up / spin down)	-5.0 / -5.3	eV
charge	+1
highest occupied orbital energy (spin up / spin down)	-11.05 / -11.10	eV
E	-1363.5036	hartree

---

# 4
An isolated ion of composition H4NO2SSi and charge -1 in a non-equilibrium geometry. Source: the OMol25 dataset; level of theory: ωB97M-V/def2-TZVPD.

Each line ends with the natural charge from an NBO analysis.
Atoms and positions in Å:
N: 1.063 -1.260 0.793  -1.196
O: 0.069 0.717 -1.120  -1.224
O: 2.541 0.687 0.350  -0.995
Si: -1.338 0.354 -0.479  1.261
S: 1.636 -0.293 -0.297  1.558
H: 1.425 -1.145 1.762  0.356
H: -1.731 -0.994 -0.588  -0.255
H: -1.446 0.801 0.981  -0.247
H: -2.219 1.133 -1.401  -0.258

HOMO-LUMO gap	8.2	eV
strongest force on any atom	1.9	eV/A
LUMO level	4.0	eV
charge	-1
highest occupied orbital energy	-4.21	eV
energy above the lowest of the compared OMol25 structures with the same formula, charge and spin	86.21	kJ/mol
E	-895.3407	hartree

---

# 5
C4H10AlIN2OS as an isolated structure in a non-equilibrium geometry. Source: the OMol25 dataset; level of theory: ωB97M-V/def2-TZVPD.

Each line ends with the natural charge from an NBO analysis.
Atoms and positions in Å:
S: 1.370 -1.206 -2.934  -0.254
C: -0.082 -0.472 -3.241  0.219
N: -1.137 0.042 -3.264  -0.727
Al: -2.564 -1.264 -3.251  1.090
I: -4.755 0.098 -2.693  -0.549
H: -2.806 -1.978 -4.647  -0.376
H: -2.411 -2.355 -2.107  -0.395
C: 2.718 0.278 2.475  -0.737
C: 1.264 0.022 2.265  0.702
O: 0.673 -0.957 2.588  -0.435
N: 0.416 1.104 1.699  -0.573
C: -0.482 0.664 0.580  -0.426
H: 3.159 -0.575 2.983  0.281
H: 3.214 0.420 1.512  0.269
H: 2.850 1.168 3.095  0.250
H: 0.971 1.928 1.464  0.439
H: -0.214 1.324 2.476  0.450
H: 0.145 0.439 -0.283  0.260
H: -1.154 1.490 0.357  0.246
H: -1.057 -0.204 0.891  0.266

HOMO-LUMO gap	5.7	eV
strongest force on any atom	2.6	eV/A
LUMO level	-1.8	eV
highest occupied orbital energy	-7.52	eV
energy above the lowest of the compared OMol25 structures with the same formula, charge and spin	54.12	kJ/mol
E	-1281.4697	hartree

---

# 6
One molecule with the formula C3H5N3OS in a non-equilibrium geometry. Source: the OMol25 dataset; level of theory: ωB97M-V/def2-TZVPD.

Each line ends with the natural charge from an NBO analysis.
Atoms and positions in Å:
C: -0.882 -1.284 0.079  0.274
C: -0.689 1.587 -0.410  0.925
C: 1.574 1.442 -0.147  -0.375
N: 0.210 -0.582 0.235  -0.440
N: 0.219 0.767 -0.062  -0.276
N: -0.765 -2.597 0.318  -0.781
O: -1.163 2.597 -0.694  -0.402
S: -2.518 -0.795 -0.248  -0.363
H: 1.303 2.378 -0.576  0.206
H: 2.071 1.632 0.857  0.225
H: 2.297 0.863 -0.711  0.237
H: -0.068 -2.943 0.928  0.383
H: -1.589 -3.063 0.430  0.388

HOMO-LUMO gap (spin up / spin down)	7.7 / 7.7	eV
strongest force on any atom	2.8	eV/A
LUMO level (spin up / spin down)	-0.5 / -0.5	eV
highest occupied orbital energy (spin up / spin down)	-8.17 / -8.17	eV
energy above the lowest of the compared OMol25 structures with the same formula, charge and spin	317.98	kJ/mol
E	-754.9179	hartree

---

- Among the records above, which one has the lowest strongest force on any atom?
  C2H6F2InO2

---

- Which formula does entry 3 have?
  C19H36N2RhS